{"formula": "C23H21BBrCl2N8O5Pb", "method": "wB97M-V/def2-TZVPD", "symbols": ["Pb", "Cl", "C", "C", "C", "Cl", "C", "O", "C", "C", "O", "C", "H", "H", "H", "B", "N", "C", "C", "C", "N", "N", "C", "C", "C", "N", "H", "H", "H", "H", "H", "H", "H", "H", "Br", "C", "C", "C", "C", "C", "N", "C", "O", "O", "H", "H", "H", "C", "N", "C", "C", "O", "N", "C", "N", "H", "H", "H", "H", "H", "H", "H"], "coordinates": [[-0.64913, 0.68178, -0.04215], [6.32394, 4.15195, -0.82494], [4.98680, 3.18875, -0.43139], [5.14372, 1.79927, -0.34178], [4.06686, 1.03598, 0.00639], [4.19416, -0.66547, 0.09653], [2.76712, 1.63638, 0.33589], [1.85902, 0.94210, 0.79851], [2.63970, 3.07160, 0.11116], [1.32446, 3.77394, 0.19294], [0.26611, 3.21934, 0.35212], [3.72552, 3.80832, -0.22397], [6.10168, 1.34364, -0.55433], [1.37424, 4.87052, 0.07702], [3.63645, 4.88236, -0.34692], [-2.87697, -1.06204, 2.71645], [-1.69513, -0.05097, 3.05936], [-1.36978, 0.19446, 4.32069], [-0.38072, 1.17141, 4.37470], [-0.14831, 1.48654, 3.05282], [-0.94635, 0.74270, 2.25749], [-3.21572, -1.16351, 1.18197], [-4.25659, -1.86324, 0.74137], [-4.30728, -1.79962, -0.64350], [-3.22666, -1.00993, -0.98414], [-2.57096, -0.62872, 0.12200], [-3.86378, -0.67417, 3.29809], [-2.55675, -2.16147, 3.13855], [-1.87722, -0.33736, 5.11209], [0.08074, 1.59894, 5.25060], [0.53240, 2.20020, 2.62216], [-4.90638, -2.35662, 1.44861], [-5.02941, -2.25383, -1.30234], [-2.87589, -0.71124, -1.96071], [1.78333, 0.02567, -2.81794], [0.12144, 0.67758, -3.46804], [-0.14582, 0.70341, -4.81612], [-1.34472, 1.29518, -5.21687], [-2.19594, 1.85804, -4.28396], [-1.83845, 1.76060, -2.94426], [-0.73075, 1.16458, -2.57598], [-2.71369, 2.42235, -1.85179], [-3.53364, 3.22499, -2.23529], [-2.45925, 2.01288, -0.65683], [0.55370, 0.28595, -5.52648], [-1.59236, 1.33317, -6.27073], [-3.10838, 2.37222, -4.54810], [1.78428, -4.54300, 1.48474], [1.07079, -3.55824, 0.69321], [0.53833, -3.77498, -0.64591], [-0.02274, -2.40244, -0.97775], [-0.55582, -2.07207, -2.00667], [0.19710, -1.57593, 0.11231], [0.85085, -2.29003, 1.04156], [1.19192, -1.81017, 2.23684], [1.54983, -5.52998, 1.09739], [1.45680, -4.51079, 2.52428], [2.86579, -4.39919, 1.43617], [-0.25313, -4.52378, -0.65517], [1.31026, -4.06105, -1.36020], [1.14546, -0.81216, 2.38510], [1.80494, -2.33477, 2.83517]], "charge": 1, "relative_energy_kj_mol": 131.8, "homo_lumo_gap_ev": [4.89, 5.48], "mol_weight_g_mol": 858.29}

***

{"formula": "C23H21BN6O3Pd", "method": "wB97M-V/def2-TZVPD", "symbols": ["Pd", "C", "C", "N", "N", "C", "B", "N", "C", "C", "C", "N", "N", "C", "C", "C", "N", "H", "H", "H", "H", "H", "H", "H", "H", "H", "H", "O", "C", "C", "O", "O", "C", "C", "C", "C", "C", "C", "C", "C", "C", "C", "C", "C", "H", "H", "H", "H", "H", "H", "H", "H", "H", "H", "H"], "coordinates": [[-1.76620, -0.47515, -0.56772], [-4.98801, 4.70646, 0.14973], [-4.80617, 3.68951, -0.80475], [-4.08522, 2.69256, -0.31905], [-3.78583, 3.03043, 0.94386], [-4.31726, 4.23007, 1.25553], [-2.92177, 2.18546, 1.90793], [-1.41546, 2.43024, 1.72475], [-0.53658, 2.68090, 2.71883], [0.71894, 2.79441, 2.16234], [0.49210, 2.59842, 0.78669], [-0.78828, 2.38662, 0.53753], [-3.31715, 0.67878, 1.95805], [-4.09069, 0.21097, 2.95806], [-4.25360, -1.14677, 2.80940], [-3.50563, -1.44339, 1.66491], [-2.94219, -0.35351, 1.15927], [-5.52377, 5.63646, 0.05221], [-5.16493, 3.63710, -1.82152], [-4.17304, 4.65275, 2.23658], [-3.19157, 2.59661, 3.02058], [-0.87177, 2.74764, 3.74146], [1.65152, 2.98305, 2.66862], [1.20230, 2.59086, -0.02627], [-4.46300, 0.88938, 3.70637], [-4.80743, -1.82075, 3.44075], [-3.31601, -2.38997, 1.18857], [0.68392, -2.23022, -0.23690], [1.46015, -1.81465, -1.32799], [0.57754, -1.28102, -2.53425], [1.17318, -1.16108, -3.61812], [-0.62551, -1.04408, -2.29848], [2.44130, -0.71195, -0.87219], [2.79394, -0.65954, 0.47418], [3.68612, 0.29060, 0.94550], [4.24026, 1.22187, 0.07885], [3.88241, 1.18965, -1.26175], [2.99458, 0.23298, -1.73453], [2.24738, -3.03339, -1.81181], [1.88502, -4.30431, -1.37665], [2.57484, -5.43040, -1.80891], [3.64267, -5.30660, -2.68412], [4.00910, -4.04020, -3.12523], [3.31946, -2.91909, -2.69446], [-0.12212, -1.65044, -0.19619], [2.33053, -1.36384, 1.15115], [3.92869, 0.31887, 2.00168], [4.92255, 1.97935, 0.44815], [4.28442, 1.92675, -1.94824], [2.69362, 0.22201, -2.77424], [1.05140, -4.38962, -0.69421], [2.27113, -6.41029, -1.45690], [4.18296, -6.18419, -3.02235], [4.83738, -3.92467, -3.81577], [3.59978, -1.94164, -3.05893]], "charge": -2, "relative_energy_kj_mol": 67.4, "homo_lumo_gap_ev": 4.96, "mol_weight_g_mol": 546.69}

***

{"formula": "C23H21CdNO6PS", "method": "wB97M-V/def2-TZVPD", "symbols": ["Cd", "O", "C", "O", "C", "P", "C", "C", "C", "C", "C", "C", "C", "C", "C", "C", "C", "C", "H", "H", "H", "H", "H", "H", "H", "H", "H", "H", "H", "H", "C", "C", "C", "C", "C", "C", "C", "S", "O", "O", "N", "C", "C", "O", "O", "H", "H", "H", "H", "H", "H", "H", "H", "H"], "coordinates": [[0.67863, -0.80230, -0.81405], [4.58341, -0.79645, 0.75925], [3.42258, -1.11628, 0.57552], [2.78877, -1.05757, -0.54113], [2.62502, -1.63055, 1.80653], [0.95438, -0.89010, 1.89356], [0.05791, -1.86658, 3.14529], [0.11293, -3.25966, 3.13321], [-0.64668, -4.00514, 4.02152], [-1.48068, -3.37092, 4.93090], [-1.55296, -1.98581, 4.94185], [-0.79213, -1.23875, 4.05495], [1.23575, 0.71745, 2.69144], [1.74117, 0.82054, 3.98813], [1.97030, 2.06363, 4.55051], [1.69769, 3.21592, 3.82023], [1.20002, 3.12029, 2.53156], [0.96636, 1.87318, 1.96179], [3.20533, -1.46464, 2.71276], [2.50214, -2.70641, 1.66332], [0.74312, -3.77506, 2.41972], [-0.59036, -5.08604, 3.99667], [-2.07543, -3.95384, 5.62252], [-2.20719, -1.48063, 5.64124], [-0.85766, -0.15775, 4.07208], [1.94931, -0.07795, 4.55853], [2.36530, 2.13775, 5.55610], [1.87863, 4.18802, 4.26219], [0.98796, 4.01092, 1.95450], [0.58479, 1.81149, 0.94673], [-0.54402, 2.82031, -6.56869], [-0.74680, 1.65055, -5.64471], [0.33376, 1.00650, -5.05373], [0.14035, -0.04349, -4.17008], [-1.14367, -0.46597, -3.87090], [-2.23285, 0.14758, -4.47360], [-2.03195, 1.19925, -5.35040], [-1.41598, -1.72489, -2.63195], [-2.59888, -2.43593, -3.05513], [-0.16991, -2.49595, -2.55316], [-1.52567, -1.00176, -1.23524], [-2.19001, 0.27956, -1.12252], [-1.24475, 1.50480, -1.21098], [-1.77789, 2.60841, -1.27606], [0.02435, 1.29769, -1.17717], [0.51413, 2.98203, -6.77196], [-0.94460, 3.73253, -6.12230], [-1.05576, 2.66518, -7.52046], [1.34168, 1.33699, -5.27499], [0.99041, -0.54750, -3.72735], [-3.23118, -0.20969, -4.25480], [-2.88648, 1.68526, -5.80789], [-2.65873, 0.34538, -0.13636], [-2.99393, 0.42639, -1.84702]], "charge": -1, "homo_lumo_gap_ev": 7.98, "mol_weight_g_mol": 582.88}

***

{"formula": "C23H21Cl3N4O3S", "method": "wB97M-V/def2-TZVPD", "symbols": ["O", "C", "N", "C", "C", "C", "C", "Cl", "C", "Cl", "C", "N", "C", "C", "C", "C", "N", "C", "C", "C", "C", "C", "S", "O", "O", "N", "C", "C", "C", "C", "C", "C", "Cl", "C", "H", "H", "H", "H", "H", "H", "H", "H", "H", "H", "H", "H", "H", "H", "H", "H", "H", "H", "H", "H", "H"], "coordinates": [[1.34545, 1.69946, -0.64895], [1.29094, 0.74889, -1.39068], [2.37704, -0.02192, -1.75783], [3.67088, 0.02848, -1.25049], [4.61410, -0.86530, -1.76047], [5.90577, -0.87464, -1.27553], [6.28175, 0.00291, -0.26966], [7.89694, -0.01784, 0.33162], [5.34329, 0.89318, 0.24380], [5.78259, 1.98736, 1.49738], [4.04696, 0.91050, -0.24107], [0.13129, 0.31714, -1.99984], [-1.13549, 0.65966, -1.48388], [-1.47425, 1.96112, -1.11722], [-2.72106, 2.23339, -0.60618], [-3.68291, 1.22339, -0.37389], [-4.94086, 1.52168, 0.01823], [-5.39185, 2.89383, 0.18178], [-6.90679, 2.78106, 0.33570], [-7.22740, 1.54874, -0.50371], [-6.07138, 0.62309, -0.13611], [-3.25400, -0.09601, -0.60356], [-3.90999, -1.53729, 0.23294], [-4.56072, -2.45118, -0.65882], [-4.59570, -1.14979, 1.42814], [-2.48904, -2.33345, 0.71287], [-1.41620, -1.60061, 1.20074], [-1.63850, -0.55463, 2.09520], [-0.58690, 0.20932, 2.56153], [0.71284, -0.06011, 2.16483], [0.95894, -1.10019, 1.28741], [-0.09959, -1.84733, 0.80511], [0.22019, -3.10436, -0.35481], [-2.04183, -0.35038, -1.22076], [2.22431, -0.75098, -2.44019], [4.33402, -1.55746, -2.54088], [6.63225, -1.56514, -1.67290], [3.32768, 1.60561, 0.15818], [0.15365, -0.59942, -2.42650], [-0.75192, 2.75058, -1.23573], [-2.95513, 3.25213, -0.34793], [-5.14551, 3.48585, -0.70926], [-4.91713, 3.35568, 1.05176], [-7.16822, 2.59700, 1.37748], [-7.42075, 3.67806, -0.00326], [-8.19504, 1.11262, -0.26938], [-7.19825, 1.79612, -1.56580], [-5.85493, -0.13760, -0.89058], [-6.28093, 0.11109, 0.80704], [-2.24455, -3.09766, 0.09793], [-2.65396, -0.36127, 2.40008], [-0.78352, 1.02205, 3.24292], [1.53402, 0.53710, 2.52567], [1.96503, -1.32308, 0.96575], [-1.79578, -1.37256, -1.46679]], "relative_energy_kj_mol": 0.0, "homo_lumo_gap_ev": 7.98, "smiles": "O=C(Nc1ccc(Cl)c(Cl)c1)Nc1ccc(N2CCCC2)c(S(=O)(=O)Nc2ccccc2Cl)c1", "mol_weight_g_mol": 539.87}